C2H8NS | ωB97M-V with the def2-TZVPD basis set

Last column: Mulliken charge in e.
CARTESIAN COORDINATES (ANGSTROEM)
N1 2.179 -0.480 -2.635  -0.732
H1 2.495 -1.426 -2.429  0.216
H2 2.783 0.115 -2.085  0.241
H3 1.238 -0.397 -2.253  0.227
C1 -1.813 0.586 1.947  -1.010
C2 -0.538 0.877 1.187  -0.463
S1 -0.062 -0.425 -0.012  -0.731
H4 -1.828 -0.453 2.289  0.273
H5 -2.744 0.809 1.434  0.259
H6 -1.874 1.169 2.875  0.320
H7 0.272 0.989 1.909  0.185
H8 -0.599 1.810 0.633  0.214

Output
Total charge = -1

C4H5NS2 | ωB97M-V with the def2-TZVPD basis set

Last column: Mulliken charge in e.
CARTESIAN COORDINATES (ANGSTROEM)
C1 -1.720 0.347 -1.936  -0.726
C2 -0.630 0.115 -1.252  0.381
N1 -0.482 -0.013 0.053  -0.546
C3 0.635 -0.153 0.651  0.693
C4 0.831 -0.238 2.092  -1.098
S1 2.023 -0.327 -0.415  -0.116
S2 1.057 -0.021 -2.198  -0.152
H1 -1.835 0.322 -2.968  0.309
H2 -2.536 0.750 -1.400  0.271
H3 0.906 0.666 2.574  0.309
H4 1.784 -0.821 2.352  0.316
H5 -0.032 -0.627 2.446  0.358

Output
SMILES = C=C1N=C(C)SS1
Total charge = 0

C24H40BrFNO5 | ωB97M-V with the def2-TZVPD basis set

Last column: Mulliken charge in e.
CARTESIAN COORDINATES (ANGSTROEM)
O1 7.550 -5.019 4.833  -0.403
C1 6.399 -5.065 5.073  0.201
F1 5.887 -4.854 6.290  -0.181
C2 5.320 -5.436 4.077  0.002
N1 4.428 -4.275 3.628  -0.079
Br1 4.949 -2.594 4.331  0.161
C3 2.978 -4.591 3.833  0.120
C4 2.484 -5.531 2.947  -0.181
C5 1.172 -5.956 3.054  -0.752
C6 0.377 -5.413 4.049  -0.424
C7 0.886 -4.454 4.912  -0.854
C8 2.212 -4.038 4.818  -0.179
H1 5.768 -5.873 3.192  0.393
H2 4.668 -6.180 4.527  0.303
H3 4.535 -4.195 2.617  0.576
H4 3.141 -5.948 2.191  0.433
H5 0.834 -6.710 2.362  0.422
H6 -0.644 -5.747 4.158  0.462
H7 0.265 -4.018 5.680  0.433
H8 2.598 -3.314 5.519  0.429
C9 0.261 -1.306 0.006  -0.084
C10 1.338 -1.465 1.075  -0.710
C11 0.880 -2.725 1.798  0.675
O2 0.220 -3.527 0.816  -0.392
C12 -0.011 -2.753 -0.371  -0.499
H9 0.566 -0.700 -0.844  0.010
H10 -0.633 -0.852 0.439  0.227
H11 2.310 -1.630 0.600  0.294
H12 1.426 -0.607 1.741  0.414
H13 0.161 -2.489 2.592  0.154
H14 1.654 -3.351 2.235  -0.531
H15 0.676 -3.098 -1.151  0.279
H16 -1.032 -2.923 -0.712  0.290
C13 1.146 2.100 -4.272  -0.581
C14 1.149 0.747 -4.982  -0.631
C15 1.007 -0.215 -3.811  -0.458
O3 0.241 0.469 -2.817  -0.380
C16 0.140 1.862 -3.156  0.095
H17 0.867 2.932 -4.916  0.380
H18 2.133 2.308 -3.854  0.286
H19 0.284 0.668 -5.642  0.255
H20 2.046 0.562 -5.572  0.366
H21 1.987 -0.469 -3.388  0.263
H22 0.496 -1.141 -4.080  0.326
H23 -0.883 2.062 -3.493  -0.017
H24 0.337 2.465 -2.270  0.080
C17 -2.304 4.952 0.056  -0.506
C18 -1.303 5.630 0.988  -0.620
C19 -0.044 4.811 0.738  -0.490
O4 -0.111 4.370 -0.619  -0.385
C20 -1.431 4.606 -1.140  0.274
H25 -3.150 5.583 -0.211  0.311
H26 -2.691 4.040 0.517  0.260
H27 -1.145 6.666 0.680  0.268
H28 -1.604 5.630 2.035  0.352
H29 -0.008 3.932 1.392  0.262
H30 0.872 5.386 0.881  0.277
H31 -1.375 5.441 -1.847  0.208
H32 -1.773 3.727 -1.673  -0.213
C21 -5.898 4.117 -3.803  -0.557
C22 -6.129 3.300 -2.533  -0.579
C23 -4.772 2.636 -2.343  -0.403
O5 -3.802 3.547 -2.870  -0.240
C24 -4.459 4.578 -3.613  -0.492
H33 -6.592 4.946 -3.923  0.332
H34 -5.977 3.475 -4.682  0.265
H35 -6.345 3.965 -1.694  0.272
H36 -6.941 2.580 -2.615  0.344
H37 -4.708 1.695 -2.900  0.286
H38 -4.538 2.435 -1.296  0.236
H39 -4.414 5.509 -3.037  0.269
H40 -3.930 4.729 -4.555  0.277

Output
Total charge = +1

C20H24N4O6S | ωB97M-V with the def2-TZVPD basis set

Last column: Mulliken charge in e.
CARTESIAN COORDINATES (ANGSTROEM)
C1 -0.083 6.130 -1.885  -0.484
O1 -1.003 5.066 -1.987  -0.455
C2 -0.668 3.935 -1.227  -0.455
C3 0.434 3.071 -1.884  -0.777
N1 1.378 2.547 -0.922  0.268
C4 2.457 3.415 -0.495  -0.908
C5 3.540 3.580 -1.562  -0.825
O2 3.091 4.480 -2.555  -0.181
C6 4.046 4.715 -3.558  -0.843
C7 1.301 1.305 -0.420  0.074
O3 2.121 0.852 0.371  -0.916
C8 0.150 0.447 -0.842  0.378
C9 0.354 -0.575 -1.765  -0.359
C10 -0.602 -1.555 -1.946  -0.502
C11 -1.761 -1.543 -1.173  -0.087
N2 -2.573 -2.682 -1.181  -0.308
S1 -1.817 -4.043 -0.476  1.270
O4 -0.710 -4.409 -1.298  -0.638
O5 -2.868 -4.987 -0.250  -0.716
C12 -1.255 -3.338 1.069  -0.242
C13 -2.086 -3.424 2.172  -0.628
C14 -1.801 -2.705 3.326  -1.024
C15 -0.704 -1.864 3.298  0.758
N3 -0.208 -0.970 4.211  -0.107
C16 0.877 -0.282 3.675  0.090
O6 1.492 0.600 4.217  -0.633
N4 1.083 -0.820 2.424  -0.012
C17 0.129 -1.771 2.159  0.353
C18 -0.118 -2.544 1.042  -0.632
C19 -2.013 -0.464 -0.330  -0.699
C20 -1.060 0.522 -0.163  -0.267
H1 0.918 5.848 -2.226  0.118
H2 -0.020 6.492 -0.851  0.275
H3 -0.469 6.924 -2.521  0.278
H4 -1.594 3.361 -1.135  0.232
H5 -0.345 4.235 -0.218  0.403
H6 -0.017 2.243 -2.431  0.416
H7 0.989 3.691 -2.591  0.435
H8 2.899 2.962 0.395  0.507
H9 2.056 4.401 -0.248  0.375
H10 3.777 2.604 -2.011  0.431
H11 4.453 3.973 -1.092  0.491
H12 4.961 5.147 -3.138  0.325
H13 4.303 3.789 -4.085  0.328
H14 3.598 5.419 -4.256  0.220
H15 1.282 -0.619 -2.316  0.512
H16 -0.433 -2.382 -2.615  0.438
H17 -3.478 -2.552 -0.751  0.435
H18 -2.950 -4.065 2.111  0.513
H19 -2.429 -2.780 4.199  0.414
H20 -0.573 -0.791 5.130  0.170
H21 1.700 -0.393 1.734  0.287
H22 0.521 -2.532 0.178  0.845
H23 -2.933 -0.431 0.237  0.343
H24 -1.232 1.324 0.540  0.713

Output
SMILES = COCCN(CCOC)C(=O)c1ccc(NS(=O)(=O)c2ccc3[nH]c(=O)[nH]c3c2)cc1
Total charge = 0

C3H6NO2S | ωB97M-V with the def2-TZVPD basis set

Last column: Mulliken charge in e.
CARTESIAN COORDINATES (ANGSTROEM)
N1 -0.520 -0.171 1.411  -0.781
C1 -0.412 0.100 -0.011  -0.309
C2 0.721 -0.700 -0.648  -0.721
S1 0.365 -2.483 -0.967  -0.330
C3 0.081 1.683 -0.250  0.534
O1 0.202 2.316 0.810  -0.726
O2 0.224 2.000 -1.436  -0.719
H1 -1.293 0.291 1.867  0.262
H2 0.199 0.480 1.759  0.358
H3 -1.336 -0.175 -0.533  0.547
H4 1.057 -0.154 -1.525  0.452
H5 1.589 -0.698 0.024  0.325
H6 -0.876 -2.490 -0.500  0.107

Output
SMILES = N[C@H](CS)C(=O)[O-]
Total charge = -1

Kohn-Sham gap in eV, matching the order above: 6.8, 8.2, 5.5, 8.8, 7.3
E in a.u., matching the order above: -533.9654, -1006.5025, -4042.9568, -1845.2038, -721.3959
Strongest force on any atom in eV/A, matching the order above: 1.00, 3.85, 0.60, 1.02, 2.04